[1]
{
  "formula": "C6H14N3O2",
  "method": "ωB97M-V/def2-TZVPD",
  "total_charge": 1,
  "molar_mass_g_mol": 160.2,
  "de_lowest_kj_mol": 388.32,
  "species": ["C", "C", "C", "C", "C", "C", "N", "N", "N", "O", "O", "H", "H", "H", "H", "H", "H", "H", "H", "H", "H", "H", "H", "H", "H"],
  "positions_angstrom": [[2.6296, 0.9517, 0.1111], [1.5002, 1.8948, -0.2615], [2.2870, -0.4164, -0.3814], [0.2045, 1.1813, -0.0893], [1.2034, -1.0157, 0.5279], [0.7003, -2.4175, 0.2427], [0.0495, -0.0503, 0.2691], [-4.3570, 0.7487, 0.3237], [-3.3023, 0.2112, 0.7566], [-5.0567, 0.5450, -0.8257], [-2.6891, -0.4527, -0.1252], [3.6218, 1.3060, -0.2532], [2.7272, 0.9724, 1.2810], [1.2191, 2.8414, 0.1269], [1.8192, 1.9416, -1.3500], [1.9020, -0.3172, -1.3332], [3.1062, -1.0991, -0.5020], [-0.6806, 1.7985, -0.3453], [-0.8639, -0.4341, 0.1574], [1.5595, -0.9398, 1.5367], [0.9795, -2.7397, -0.8598], [-0.3573, -2.5310, 0.4830], [1.2391, -3.1707, 0.8361], [-4.7497, 1.4488, 0.9297], [-4.6915, -0.2569, -1.2551]],
  "atomic_forces_ev_per_a": [[2.0, 1.3, 3.9], [0.0, -2.3, -1.9], [0.3, -1.1, 1.8], [-0.5, -0.3, -0.9], [-0.4, 0.8, -1.5], [1.4, -1.2, -2.0], [1.8, 1.3, 0.1], [-1.1, 0.5, 1.0], [1.4, -0.1, -1.8], [0.6, -0.2, -0.3], [-0.4, -0.4, 0.7], [-0.9, -0.2, 0.1], [0.1, -0.3, -2.0], [1.2, 1.3, 0.6], [-1.7, 0.8, 0.6], [-1.0, 0.0, -2.3], [0.7, -0.2, 0.4], [0.2, -0.9, 0.3], [-1.6, -0.4, 0.4], [-0.3, 0.3, 0.7], [-1.1, 0.8, 2.0], [0.0, 0.0, -0.3], [-0.1, 0.4, 0.1], [-0.6, -0.1, 0.1], [0.2, 0.3, 0.3]]
}

[2]
{
  "formula": "C6H14N3O2S",
  "method": "ωB97M-V/def2-TZVPD",
  "smiles": "CC(CCS(C)(=O)=O)=[N+]=C(N)N",
  "total_charge": 1,
  "molar_mass_g_mol": 192.3,
  "de_lowest_kj_mol": 0.00,
  "species": ["C", "C", "C", "C", "C", "C", "N", "N", "N", "O", "O", "S", "H", "H", "H", "H", "H", "H", "H", "H", "H", "H", "H", "H", "H", "H"],
  "positions_angstrom": [[1.6052, -1.4751, 0.2436], [-0.2482, 1.3033, -1.3031], [-1.4153, 0.3587, -1.7281], [-1.9862, 0.8459, 1.0095], [0.6970, 0.6107, -0.3690], [1.3717, 1.3716, 0.7196], [1.0206, -1.9642, 1.3585], [2.8199, -1.8742, -0.2273], [0.9333, -0.6337, -0.5148], [-1.7377, -1.6003, 0.0108], [-3.7986, -0.3337, -0.5302], [-2.3909, -0.3230, -0.2719], [0.3402, 1.6446, -2.1381], [-0.6104, 2.1708, -0.7790], [-2.2282, 0.9800, -2.2138], [-1.4042, -0.3999, -2.4523], [-2.6395, 0.6542, 1.8534], [-2.1885, 1.7870, 0.5093], [1.8788, 2.2235, 0.3010], [2.0838, 0.6782, 1.1728], [0.5999, 1.6600, 1.4449], [1.5840, -2.6108, 1.9261], [-0.9584, 0.6221, 1.2856], [3.3259, -2.6776, 0.1065], [3.3093, -1.1680, -0.8238], [0.0363, -1.8499, 1.4096]],
  "atomic_forces_ev_per_a": [[1.1, -1.3, 0.4], [-0.3, -1.9, 0.2], [-3.0, 3.0, 1.1], [-0.4, -0.8, -0.5], [0.6, -0.7, 0.0], [-0.2, -0.7, 0.1], [2.7, -0.2, -1.1], [-0.5, 1.7, 0.1], [-1.0, 1.0, -0.9], [-0.3, 0.7, 0.5], [0.2, 0.5, -0.1], [1.4, -1.5, -1.0], [0.1, 0.2, -0.6], [-0.3, 0.4, -0.1], [0.9, 0.0, 0.6], [1.3, -1.5, -0.6], [-0.2, 0.1, 0.0], [0.2, 0.4, 0.6], [0.1, 0.5, 0.1], [0.0, 0.5, 0.3], [0.5, 0.3, -0.1], [-1.0, 0.4, -0.3], [-0.3, 0.4, 0.1], [0.0, 0.1, 0.2], [-0.6, -1.4, 0.7], [-1.1, -0.2, 0.3]]
}

[3]
{
  "formula": "C6H14N3Si",
  "method": "ωB97M-V/def2-TZVPD",
  "total_charge": 1,
  "molar_mass_g_mol": 156.3,
  "de_lowest_kj_mol": 378.08,
  "species": ["C", "C", "C", "C", "C", "C", "N", "N", "N", "Si", "H", "H", "H", "H", "H", "H", "H", "H", "H", "H", "H", "H", "H", "H"],
  "positions_angstrom": [[-4.0642, 0.1671, 1.6899], [-3.0800, -1.9846, 2.1767], [-1.9030, -0.1101, 1.9077], [3.0866, 0.9016, -0.3381], [0.8738, 0.1706, -2.4618], [1.1949, -1.9123, -0.2925], [-2.9169, 0.6880, 1.9962], [-4.2122, -1.1930, 1.9119], [-1.9515, -1.4427, 1.6205], [1.3223, 0.0554, -0.5630], [-4.8269, 0.8088, 1.2988], [-3.1670, -3.1149, 2.4800], [0.0918, 0.6510, 0.1041], [3.1118, 1.7153, -1.0266], [3.2646, 1.2702, 0.6929], [3.9029, 0.1234, -0.6409], [1.6657, 0.3508, -3.2435], [0.3863, -0.7597, -2.8711], [0.0399, 0.8641, -2.4608], [1.5189, -2.1812, 0.6958], [0.0860, -2.2375, -0.2974], [1.6778, -2.5909, -0.9605], [-5.1015, -1.5634, 2.0161], [-1.0951, -1.9314, 1.3041]],
  "atomic_forces_ev_per_a": [[-0.5, -2.6, 0.2], [-0.6, -1.8, -1.5], [1.7, 0.1, -0.8], [-0.3, -2.4, 0.8], [0.0, -1.2, -0.2], [-2.0, 1.2, 1.1], [1.0, 0.9, 0.7], [2.9, 1.9, -0.1], [-1.0, -0.2, 1.4], [0.6, -1.3, -2.3], [-0.8, -0.2, 0.0], [0.1, 2.7, -0.3], [0.7, -0.1, 0.1], [0.1, 0.6, -0.5], [0.1, -0.3, -0.7], [-1.5, 1.4, 0.6], [-0.7, 0.5, 1.1], [0.5, 0.5, 0.8], [0.2, 0.7, -0.6], [0.4, -0.2, 0.7], [1.3, 0.6, -0.3], [0.5, 0.0, -0.8], [-2.0, -1.0, 0.2], [-0.6, 0.2, 0.3]]
}

[4]
{
  "formula": "C6H14N4O2",
  "method": "ωB97M-V/def2-TZVPD",
  "smiles": "[H]/N=C(\\N)NCCC[C@H](N)C(=O)O",
  "molar_mass_g_mol": 174.2,
  "de_lowest_kj_mol": 82.75,
  "species": ["C", "C", "C", "C", "C", "C", "H", "H", "H", "H", "H", "H", "H", "H", "H", "H", "H", "H", "H", "H", "N", "N", "N", "N", "O", "O"],
  "positions_angstrom": [[-0.7299, 0.6967, 1.0634], [-1.4717, 1.0980, -0.1835], [-0.9258, -0.8004, 1.4290], [-0.6737, -1.8572, 0.3825], [0.7584, -1.7727, -0.1412], [1.9868, 0.1304, -1.1975], [-1.0977, 2.4607, 2.0181], [-0.5115, 1.2840, 2.9606], [0.2713, 0.8769, 0.7321], [-0.2777, -0.9498, 2.2991], [-1.9404, -0.8385, 1.8398], [-0.9039, -2.8627, 0.7932], [-1.4131, -1.7213, -0.4536], [1.1556, -2.7098, -0.5735], [1.4491, -1.5015, 0.6508], [0.1772, -0.6746, -1.8283], [3.6389, 0.7995, -0.6189], [0.8390, 1.7157, -2.0413], [1.9882, 0.9980, -3.1459], [-3.0932, 1.1163, -1.1051], [-1.1553, 1.4776, 2.2263], [0.8934, -0.7422, -1.1411], [3.0330, 0.0216, -0.4707], [1.7560, 1.2484, -2.1603], [-0.9683, 1.7792, -1.0788], [-2.7846, 0.7278, -0.2550]],
  "atomic_forces_ev_per_a": [[-0.4, -1.1, -0.2], [-0.7, 1.3, -1.2], [-0.5, 0.9, 0.8], [-0.5, -0.3, -0.7], [0.5, -0.6, -0.5], [-1.2, 1.0, -1.3], [0.1, 0.3, 0.1], [0.5, -0.1, 0.7], [1.0, 0.1, 0.3], [0.1, -0.2, -0.1], [0.0, -0.2, -0.2], [0.3, 0.6, -0.1], [0.6, -0.1, 0.5], [-0.5, 0.0, 0.4], [0.1, -0.1, 0.3], [-0.1, 0.3, -0.4], [0.3, 0.6, -0.2], [0.8, -0.8, -0.2], [-0.4, 0.3, 1.3], [0.1, -0.3, 0.6], [-0.5, -0.1, -1.0], [1.4, 0.8, 0.6], [-1.4, -0.9, -0.2], [0.5, -0.9, 0.2], [-0.9, -1.1, 1.3], [1.0, 0.4, -0.5]]
}

[5]
{
  "formula": "C6H14N5",
  "method": "ωB97M-V/def2-TZVPD",
  "total_charge": 1,
  "molar_mass_g_mol": 156.2,
  "de_lowest_kj_mol": 133.61,
  "species": ["C", "C", "N", "N", "N", "H", "H", "H", "H", "H", "H", "H", "H", "C", "C", "C", "C", "N", "N", "H", "H", "H", "H", "H", "H"],
  "positions_angstrom": [[-0.1310, -0.2285, -2.1136], [-0.0234, 2.0476, -1.3168], [0.2063, 1.1867, -2.3647], [0.6848, 2.0890, -0.2181], [-0.8994, 3.0222, -1.5523], [0.8886, 1.4842, -3.0406], [1.3254, 1.3539, 0.0398], [0.7366, 2.8743, 0.3757], [-1.5726, 2.8349, -2.2423], [-1.2495, 3.6298, -0.8475], [0.1693, -0.8385, -2.9564], [-1.2127, -0.3119, -2.0671], [0.3935, -0.5981, -1.2390], [-0.9743, -0.4318, 2.8176], [-0.3157, -2.5263, 1.3338], [-0.2624, -1.2612, 1.7896], [1.5636, -1.5677, 0.6698], [0.8498, -2.7371, 0.6218], [0.8807, -0.6440, 1.2727], [-1.0108, -3.3411, 1.4377], [1.0598, -3.6597, 0.3705], [-0.3475, -0.1778, 3.6708], [-1.7346, -1.0335, 3.3191], [2.3303, -1.6272, -0.0953], [-1.3550, 0.4618, 2.3349]],
  "atomic_forces_ev_per_a": [[0.4, 0.2, -0.6], [0.5, 1.8, -0.6], [-0.8, -0.9, 0.6], [0.6, -1.2, -0.3], [0.2, -0.5, 0.5], [0.1, -0.1, 0.0], [0.0, -0.5, -0.1], [-0.6, 0.9, 0.8], [-0.6, -0.2, -1.3], [0.1, 0.5, 0.8], [0.2, 0.1, -0.2], [0.0, -0.2, 0.4], [-0.3, -0.2, 0.2], [-0.6, -1.2, 0.1], [0.2, -0.8, 0.0], [1.0, 1.7, 0.6], [-0.7, -2.1, -1.8], [-1.6, 1.2, 1.3], [0.7, 0.3, 0.1], [-0.1, 0.1, 0.3], [1.0, -1.0, -0.8], [0.5, 0.2, -0.4], [-0.5, 0.3, -0.5], [0.7, 1.2, 0.7], [-0.3, 0.2, 0.3]]
}

[6]
{
  "formula": "C6H14N5",
  "method": "ωB97M-V/def2-TZVPD",
  "smiles": "C/[NH+]=C(\\C)N/C(N)=N\\C=C\\N",
  "total_charge": 1,
  "molar_mass_g_mol": 156.2,
  "de_lowest_kj_mol": 368.44,
  "species": ["C", "C", "C", "C", "C", "C", "N", "N", "N", "N", "N", "H", "H", "H", "H", "H", "H", "H", "H", "H", "H", "H", "H", "H", "H"],
  "positions_angstrom": [[-1.2019, 1.6835, 0.1925], [-2.2237, -0.3914, 0.2191], [0.1203, 1.3786, 0.7339], [0.3166, -0.5914, -0.4252], [0.7504, -0.1739, -1.7576], [2.4321, -1.1303, 0.7425], [-2.2359, 0.8891, 0.2856], [-1.1199, -0.9389, -0.4440], [-3.2769, -1.1971, 0.5435], [1.2412, 2.1853, 0.4208], [0.9885, -1.3538, 0.5413], [-1.2751, 2.3593, -0.6785], [0.2207, 0.9508, 1.7144], [1.3984, -0.8614, -2.3668], [1.2454, 0.7790, -1.6843], [-0.1870, -0.0127, -2.3217], [2.9469, -2.0367, 1.1892], [2.7082, -0.8170, -0.2136], [2.6699, -0.2146, 1.3791], [-1.2174, -1.7297, -1.0824], [-4.0615, -0.7694, 0.9668], [-3.6655, -1.8227, -0.1519], [1.9808, 2.4344, 1.1164], [1.0308, 2.9929, -0.1950], [0.4146, -1.6119, 1.2759]],
  "atomic_forces_ev_per_a": [[3.1, -0.9, -0.8], [0.8, -0.1, -1.4], [-0.7, 1.7, -0.8], [-3.0, -1.2, 2.9], [0.5, -0.2, -1.6], [-0.6, 0.3, 2.3], [-1.2, 0.1, 1.7], [1.4, -1.3, 0.1], [0.3, -0.5, -0.5], [-0.1, 0.9, -0.5], [1.2, 2.1, -3.1], [0.1, 0.4, 0.8], [-0.3, -0.6, 0.1], [-0.4, 0.4, 1.0], [0.5, 0.5, -0.1], [0.7, 0.0, 0.1], [-0.7, 1.1, -1.0], [1.5, -0.1, -1.5], [-0.5, -1.2, -0.3], [-0.7, 0.3, 0.5], [-0.5, 1.1, 0.6], [0.8, -0.4, -0.1], [-1.4, -0.6, -0.7], [0.3, -0.9, 0.7], [-1.1, -0.7, 1.7]]
}

[7]
{
  "formula": "C6H14NNbOPS2",
  "method": "ωB97M-V/def2-TZVPD",
  "total_charge": -1,
  "molar_mass_g_mol": 304.2,
  "de_lowest_kj_mol": 0.00,
  "species": ["C", "C", "C", "Nb", "S", "S", "C", "C", "P", "N", "H", "H", "H", "H", "H", "H", "H", "H", "H", "H", "C", "O", "H", "H", "H", "H"],
  "positions_angstrom": [[2.1036, 2.1958, 1.4856], [1.5637, 1.1429, 1.6604], [0.9373, -0.1086, 1.8773], [0.7445, -1.4959, -0.0001], [0.9156, -3.5340, 1.3742], [0.3518, 0.4891, -1.4408], [2.9524, -1.2162, -0.0351], [4.1225, -0.9422, -0.1065], [-1.8397, -1.5041, 0.2255], [-2.4332, -2.3514, -0.9959], [2.5326, 3.1224, 1.2484], [1.5426, -0.6711, 2.5773], [-0.0454, 0.0495, 2.3070], [0.8946, -2.4210, -1.5600], [2.1972, -3.8692, 1.3044], [1.6174, 0.8064, -1.6814], [5.1212, -0.6342, -0.2161], [-2.2024, -2.0563, 1.4751], [-2.3621, -0.1847, 0.2609], [-2.9148, -3.1700, -0.6554], [-2.8881, 2.7070, -1.2548], [-2.2996, 3.1549, -2.4709], [-3.8485, 3.2090, -1.1563], [-3.0477, 1.6260, -1.2727], [-2.2595, 2.9583, -0.3966], [-1.4559, 2.6976, -2.5535]],
  "atomic_forces_ev_per_a": [[0.1, 0.5, -0.2], [-0.1, 0.0, 0.2], [0.6, -0.3, -0.5], [0.3, -0.9, -0.6], [-1.0, 0.2, 0.0], [-0.9, -0.3, 0.2], [-1.8, -0.1, 0.3], [0.5, 0.2, -0.1], [-0.1, 0.2, 0.1], [0.4, 0.2, 0.0], [0.3, 0.5, -0.1], [0.0, -0.3, 0.2], [-0.5, -0.2, 0.0], [1.0, 0.3, 0.2], [0.4, 0.2, -0.3], [0.4, -0.1, 0.1], [0.6, 0.0, 0.0], [-0.1, 0.3, 0.3], [-0.2, 0.0, 0.3], [-0.1, -0.3, -0.1], [0.2, 0.0, -0.2], [0.0, 0.0, 0.1], [0.0, 0.0, 0.0], [-0.1, 0.0, 0.1], [0.0, 0.0, 0.1], [0.0, -0.1, 0.0]]
}

[8]
{
  "formula": "C6H14NO",
  "method": "ωB97M-V/def2-TZVPD",
  "total_charge": -1,
  "molar_mass_g_mol": 116.2,
  "de_lowest_kj_mol": 84.42,
  "species": ["C", "O", "C", "C", "H", "H", "H", "H", "H", "H", "H", "C", "C", "C", "N", "H", "H", "H", "H", "H", "H", "H"],
  "positions_angstrom": [[1.9107, 0.9173, -0.3213], [0.5974, 0.6642, -0.1884], [2.6346, 0.9438, 1.0463], [1.9365, 1.9094, 2.0093], [2.1793, 1.8839, -0.8536], [2.4696, 0.1803, -0.9650], [3.6912, 1.2383, 0.9390], [2.5724, -0.0597, 1.4784], [2.4682, 2.0110, 2.9593], [0.9172, 1.5555, 2.1628], [1.7950, 2.8923, 1.5457], [-2.2557, 0.4675, -1.5917], [-2.2592, -0.9789, -1.1942], [-1.5728, -1.4435, -0.1557], [-1.5322, -2.7945, 0.2230], [-1.4461, 0.9522, -1.0359], [-2.0187, 0.6386, -2.6488], [-3.2325, 0.9486, -1.4536], [-2.7932, -1.6827, -1.8358], [-1.0195, -0.7958, 0.5128], [-0.6624, -3.1062, 0.6098], [-1.8913, -3.4608, -0.4362]],
  "atomic_forces_ev_per_a": [[0.1, -0.1, -0.1], [0.1, 0.1, -0.1], [-0.1, 0.5, 0.1], [-0.3, -0.1, -0.4], [-0.2, 0.1, 0.3], [0.0, -0.2, 0.1], [0.0, -0.2, -0.1], [0.2, -0.1, 0.0], [-0.1, 0.0, 0.0], [0.0, -0.1, 0.2], [0.3, 0.1, 0.0], [0.1, 0.2, 0.0], [-0.1, 0.1, -0.4], [-0.2, -0.3, 0.0], [-0.3, -0.1, 0.4], [-0.2, 0.2, 0.1], [0.1, -0.4, 0.0], [0.1, 0.1, 0.3], [0.0, -0.1, 0.1], [0.2, 0.2, -0.3], [0.3, 0.1, 0.1], [0.0, 0.0, -0.3]]
}

[9]
{
  "formula": "C6H14NO",
  "method": "ωB97M-V/def2-TZVPD",
  "total_charge": -1,
  "molar_mass_g_mol": 116.2,
  "de_lowest_kj_mol": 399.29,
  "species": ["C", "C", "C", "N", "C", "C", "C", "O", "H", "H", "H", "H", "H", "H", "H", "H", "H", "H", "H", "H", "H", "H"],
  "positions_angstrom": [[1.0779, -0.0900, -1.0418], [0.7365, 1.0490, -1.9955], [0.5403, 0.2211, 0.3801], [1.1076, 1.5675, 0.8777], [-1.0249, 1.8667, 2.0783], [0.3913, 1.3768, 1.9413], [-0.8864, -3.0018, -0.7161], [-0.8347, -2.2797, -1.8643], [2.1624, -0.2463, -0.9958], [0.5783, -1.0180, -1.3950], [1.0102, 2.0103, -1.5568], [1.2228, 0.9366, -2.9631], [-0.3529, 1.0612, -2.1067], [-0.5460, 0.1218, 0.2503], [0.8401, -0.6701, 0.9640], [-1.8300, -3.5925, -0.6213], [-1.1568, 2.5989, 2.8778], [-1.2945, 2.3160, 1.1241], [-1.7079, 1.0449, 2.3128], [0.8113, 0.8945, 2.8460], [-0.7693, -2.3927, 0.2162], [-0.0753, -3.7746, -0.6122]],
  "atomic_forces_ev_per_a": [[0.4, 0.6, -0.1], [-0.2, 0.0, 0.5], [0.2, -1.8, -1.5], [-0.7, -0.5, 1.0], [-0.4, -0.2, -0.2], [0.6, 1.2, -0.6], [0.2, 0.0, -0.7], [0.1, 0.0, 0.2], [-0.1, 0.1, 0.1], [-0.1, 0.1, 0.2], [0.2, 0.0, -0.1], [-0.1, -0.1, -0.1], [0.1, 0.0, -0.3], [-0.1, 0.5, 0.3], [0.0, 0.4, 0.3], [0.0, 0.1, 0.3], [0.3, 0.0, 0.1], [-0.1, 0.0, 0.0], [0.1, -0.1, 0.0], [0.0, -0.1, 0.3], [-0.2, 0.0, 0.2], [0.0, 0.0, 0.0]]
}

[10]
{
  "formula": "C6H14NO",
  "method": "ωB97M-V/def2-TZVPD",
  "total_charge": -1,
  "molar_mass_g_mol": 116.2,
  "de_lowest_kj_mol": 117.81,
  "species": ["N", "C", "C", "C", "H", "H", "H", "H", "H", "H", "H", "C", "O", "C", "C", "H", "H", "H", "H", "H", "H", "H"],
  "positions_angstrom": [[1.1179, -2.2055, -0.8340], [2.1824, -1.4747, -0.1098], [2.3462, -1.3085, 2.3548], [1.6654, -1.0174, 1.1981], [1.3968, -2.3067, -1.8056], [0.2685, -1.6105, -0.7836], [2.4420, -0.6283, -0.7849], [3.0944, -2.1126, 0.0338], [1.9916, -0.9495, 3.3314], [3.2340, -1.9345, 2.3577], [0.7108, -0.4823, 1.2340], [-1.8934, 0.1775, -0.5093], [-0.5553, -0.0400, -0.2164], [-2.0624, 1.5577, -1.1503], [-1.7456, 2.6660, -0.1847], [-2.5215, 0.2333, 0.4151], [-2.1863, -0.6401, -1.1575], [-3.0693, 1.6643, -1.6107], [-1.3574, 1.5981, -2.0290], [-1.4756, 3.6579, -0.6564], [-0.9047, 2.2761, 0.4991], [-2.6784, 2.8799, 0.4082]],
  "atomic_forces_ev_per_a": [[0.2, -0.7, 0.2], [-0.1, -0.3, -1.4], [-1.4, 0.6, -1.3], [1.5, -0.4, 2.8], [-0.1, 0.1, 0.1], [0.3, 0.2, 0.0], [0.3, 0.0, 0.8], [-0.7, 0.4, -0.1], [0.1, -0.2, -0.5], [0.1, 0.1, -0.1], [0.3, 0.0, -0.4], [1.9, 0.6, 0.8], [-0.7, 0.2, 0.2], [0.1, -0.3, -2.2], [0.2, 0.7, 1.3], [-0.2, -0.5, -0.1], [-1.1, -0.2, -0.5], [0.2, 0.1, 0.3], [-0.4, -0.1, 0.8], [0.0, -1.1, 0.4], [-1.2, 0.8, -1.0], [0.9, -0.2, -0.1]]
}

Number 5 is which compound?
C6H14N5